[1]
Entry from the Open Molecules 2025 dataset: a molecular structure, C24H58AsF6O28P6 (wB97M-V/def2-TZVPD).

Values from the calculation:
Charge: -1
Kohn-Sham gap: 7.79 eV
Multiplicity: 1

The geometry in XYZ format:
```
123
Properties=species:S:1:pos:R:3:forces:R:3
As -1.453 0.444 -0.785 0.467 -0.920 -0.407
F -3.160 0.812 -0.684 0.882 0.368 0.486
F -1.694 -1.010 0.205 0.193 0.717 -0.705
F 0.215 -0.010 -1.216 -0.440 0.224 1.097
F -1.143 1.919 -1.663 -0.346 -0.049 0.258
F -0.986 1.251 0.741 -0.369 -0.392 -1.137
F -1.845 -0.449 -2.265 -0.112 0.302 0.605
C -4.331 1.932 5.012 -1.279 -0.301 0.069
C -3.282 1.247 4.537 1.258 0.310 -1.219
C -2.125 0.746 5.406 -1.681 0.628 1.763
O -1.094 0.309 4.973 -0.007 -0.099 -0.521
C -2.446 0.924 6.854 0.373 -0.117 -1.171
C -3.505 1.642 7.252 0.757 -0.661 2.721
C -4.606 2.154 6.435 0.658 0.300 -2.610
O -5.568 2.772 6.846 0.255 -0.330 0.753
O -3.602 1.851 8.589 -0.334 0.184 -0.126
O -3.101 1.122 3.215 -0.161 -0.070 0.560
H -5.108 2.244 4.326 0.138 0.178 -0.108
H -1.775 0.518 7.597 0.137 0.137 -0.020
H -4.397 2.376 8.765 -0.098 -0.021 -0.137
H -2.204 0.792 3.038 0.038 -0.138 -0.106
C 4.150 0.296 4.032 2.283 -1.559 1.619
O 3.805 0.257 2.684 -0.431 0.368 -1.651
P 4.792 -0.221 1.500 1.525 0.386 0.893
O 5.280 -1.596 1.519 -0.496 0.627 -0.285
O 4.193 0.357 0.148 -1.652 -1.344 0.567
C 3.228 1.404 0.111 0.070 1.823 -0.707
O 6.013 0.827 1.686 -0.206 -0.167 0.251
C 7.297 0.518 1.146 0.485 0.408 0.907
H 3.641 -0.450 4.646 -1.003 0.414 -0.354
H 4.227 1.262 4.529 -0.817 0.339 -0.605
H 5.163 -0.100 4.197 0.236 0.165 -0.510
H 3.841 2.252 -0.207 -0.346 0.446 0.506
H 2.656 1.608 1.014 0.634 -0.286 0.410
H 2.429 1.384 -0.635 0.377 -1.285 -0.379
H 7.781 -0.315 1.657 -0.447 -0.381 -0.159
H 7.909 1.373 1.439 0.025 0.169 -0.487
H 7.302 0.364 0.069 -0.165 0.036 -0.011
C 3.807 -1.281 -2.574 0.979 0.738 -1.132
O 3.215 -2.537 -2.927 0.086 -0.334 0.758
P 3.069 -3.617 -1.762 -0.414 -1.359 2.817
O 3.943 -3.534 -0.554 -1.112 0.423 -2.374
O 1.486 -3.575 -1.350 2.231 0.139 -0.069
C 0.586 -3.074 -2.290 -2.255 -0.179 -1.116
O 3.216 -5.058 -2.501 -1.385 1.937 -0.376
C 4.272 -5.181 -3.434 1.574 -1.108 1.536
H 3.111 -0.453 -2.707 -0.386 -0.280 0.282
H 4.580 -1.124 -3.332 0.066 0.067 0.030
H 4.311 -1.229 -1.613 -0.443 -0.455 0.197
H 0.520 -3.725 -3.169 0.430 0.211 -0.167
H 0.670 -2.025 -2.578 0.680 -0.099 0.120
H -0.435 -3.126 -1.900 0.238 -0.094 0.549
H 5.117 -5.456 -2.785 0.334 0.021 -0.458
H 4.579 -4.262 -3.930 -0.592 -0.140 -0.456
H 4.083 -6.073 -4.029 -0.189 0.502 -0.510
C -0.100 -5.255 2.052 0.137 1.054 -0.420
O 1.154 -4.691 1.658 1.462 -0.162 0.834
P 2.164 -3.942 2.691 -1.167 0.651 -0.899
O 3.534 -3.792 2.182 -1.354 -0.500 0.957
O 1.356 -2.549 2.993 1.049 -0.812 0.011
C 1.040 -1.656 1.907 -0.116 0.825 -0.024
O 1.907 -4.764 4.055 0.103 0.708 -0.833
C 1.463 -4.224 5.292 0.012 -0.718 0.520
H -0.107 -6.338 1.940 0.169 0.023 -0.026
H -0.778 -4.776 1.345 -0.490 -0.388 0.210
H -0.364 -4.971 3.071 -0.057 -0.078 -0.001
H -0.044 -1.641 1.836 0.074 -0.244 -0.590
H 1.581 -1.820 0.974 -0.321 -0.918 -0.043
H 1.325 -0.619 2.102 0.131 -0.147 0.872
H 1.247 -3.158 5.287 0.354 0.018 -0.178
H 2.220 -4.532 6.014 0.036 0.547 0.185
H 0.553 -4.743 5.603 -0.122 -0.012 -0.263
C -4.488 -1.852 -0.322 0.981 0.429 1.370
O -5.709 -2.498 -0.554 -2.810 -0.476 -0.897
P -7.076 -1.689 -0.755 0.566 0.166 -0.789
O -7.242 -0.954 -2.025 -0.079 -0.312 0.719
O -8.159 -2.838 -0.532 0.710 -0.277 0.014
C -9.545 -2.631 -0.788 0.107 -0.227 0.050
O -7.188 -0.754 0.537 0.815 -0.498 -0.130
C -8.351 -0.004 0.876 0.771 -0.219 0.269
H -3.640 -2.529 -0.423 -0.409 -0.306 -0.283
H -4.564 -1.632 0.750 0.713 0.811 -0.278
H -4.297 -1.002 -0.972 -0.312 0.064 0.215
H -9.848 -2.971 -1.779 0.346 0.107 -0.137
H -9.792 -1.578 -0.677 -0.331 -0.103 0.053
H -10.048 -3.275 -0.067 -0.238 0.338 0.096
H -7.999 0.837 1.471 -0.086 0.125 -0.180
H -8.930 -0.644 1.544 -0.556 0.177 -0.332
H -8.838 0.340 -0.035 -0.335 0.020 0.213
C 2.244 0.938 -8.003 1.167 -1.637 -0.718
O 1.248 1.218 -7.058 -1.373 0.712 0.332
P -0.295 0.800 -7.401 -0.595 0.041 -0.499
O -0.438 -0.598 -7.841 0.152 0.785 0.500
O -1.150 1.324 -6.153 1.621 -0.655 -0.408
C -0.863 0.853 -4.815 -1.038 -0.297 1.274
O -0.854 1.816 -8.536 1.533 -0.649 0.533
C -0.280 3.131 -8.617 -0.993 0.170 -0.485
H 2.446 1.689 -8.768 -0.691 0.248 0.070
H 2.035 -0.038 -8.451 -0.213 0.241 -0.433
H 3.223 0.749 -7.554 -0.261 0.376 0.722
H -1.821 0.772 -4.303 -0.097 0.307 -0.170
H -0.268 1.538 -4.216 0.192 0.244 -0.500
H -0.476 -0.157 -4.673 0.381 -0.006 -0.921
H 0.325 3.302 -9.511 0.241 -0.684 0.000
H 0.309 3.368 -7.735 -0.288 0.292 0.060
H -1.161 3.747 -8.801 0.251 0.514 0.638
C 2.533 4.335 2.603 -0.188 -1.374 0.387
O 1.297 4.735 1.993 0.271 0.599 -1.059
P 1.243 5.966 0.928 0.201 -0.322 1.082
O 1.874 7.171 1.497 -0.287 -0.490 -0.759
O -0.314 6.094 0.619 1.837 -0.537 0.271
C -0.973 5.045 -0.063 -2.106 -0.802 -1.722
O 1.886 5.408 -0.454 -1.061 0.570 0.849
C 3.282 5.471 -0.624 1.239 -0.829 0.004
H 2.793 3.308 2.331 -0.200 0.078 -0.681
H 2.341 4.177 3.664 0.073 0.829 0.156
H 3.423 4.926 2.401 -0.372 0.566 0.076
H -1.321 5.416 -1.032 0.049 0.398 0.116
H -1.886 4.740 0.450 0.209 0.263 0.461
H -0.512 4.105 -0.374 1.093 0.263 0.824
H 3.788 6.001 0.183 -0.160 0.371 -0.186
H 3.562 5.859 -1.604 -0.367 0.436 0.113
H 3.696 4.458 -0.616 -0.215 -0.088 0.106
```
Positions in Å, forces in eV/Å.



[2]
Entry from the Open Molecules 2025 dataset: a molecular structure, C37H44Cl48IO2P (wB97M-V/def2-TZVPD).

Values from the calculation:
Charge: 0
Kohn-Sham gap: 6.53 eV
Multiplicity: 1

The geometry in XYZ format:
```
133
Properties=species:S:1:pos:R:3:forces:R:3
C 5.135 -4.165 2.438 -0.086 -0.283 0.157
C 4.171 -3.283 1.659 0.444 0.145 0.013
C 4.025 -1.867 2.242 -0.597 -0.326 -0.312
C 3.875 -0.769 1.171 0.021 0.224 0.201
C 2.582 0.037 1.343 0.076 -0.924 0.130
C 1.374 -0.856 0.969 0.526 0.282 -0.125
C 0.445 -0.285 -0.102 -0.082 0.085 0.331
C -0.861 0.359 0.388 0.393 -0.189 -0.076
C -1.664 -0.611 1.217 -0.201 0.372 0.019
C -1.708 -0.536 2.622 -0.234 -0.281 0.070
I -0.617 0.994 3.612 0.010 -0.128 -0.217
C -2.416 -1.459 3.422 0.389 -0.461 -0.399
P -2.399 -1.169 5.231 -0.588 1.746 0.383
C -0.851 -1.828 5.969 0.087 0.003 -0.269
C -3.852 -1.888 6.093 0.412 -0.923 -0.204
C -3.081 -2.517 2.767 -0.512 0.005 -0.304
C -3.773 -3.584 3.570 0.730 -0.119 0.334
C -3.072 -2.591 1.365 0.063 0.462 0.266
C -2.374 -1.648 0.590 0.069 0.010 0.684
C -2.377 -1.839 -0.900 -0.040 -0.202 0.462
O -2.360 -0.937 -1.700 0.116 0.397 -0.357
C -2.430 -3.248 -1.348 0.200 -0.033 0.413
C -3.097 -4.125 -0.611 0.480 -0.202 -0.460
C -3.778 -3.679 0.622 0.305 0.133 -0.083
O -4.830 -4.165 0.953 -0.449 -0.326 0.316
H 6.063 -3.641 2.658 0.076 0.081 -0.047
H 4.718 -4.501 3.387 -0.066 0.103 0.121
H 5.391 -5.066 1.882 0.012 -0.073 -0.087
H 4.538 -3.209 0.635 0.020 0.032 -0.110
H 3.191 -3.757 1.601 -0.106 -0.060 -0.076
H 3.120 -1.869 2.855 0.064 0.080 0.233
H 4.857 -1.648 2.908 0.122 0.058 0.010
H 4.740 -0.110 1.222 0.077 0.053 -0.132
H 3.867 -1.215 0.176 0.101 -0.036 -0.066
H 2.603 0.945 0.746 -0.024 0.178 0.055
H 2.513 0.263 2.407 -0.065 0.558 0.000
H 0.866 -1.130 1.890 -0.310 0.104 -0.113
H 1.779 -1.785 0.567 0.007 -0.168 0.047
H 0.984 0.481 -0.662 0.057 -0.078 -0.239
H 0.201 -1.091 -0.789 -0.115 0.023 -0.201
H -1.403 0.659 -0.499 -0.259 0.073 -0.030
H -0.637 1.263 0.942 -0.042 0.039 0.160
H -0.277 -0.963 6.293 0.025 0.094 0.048
H -0.235 -2.342 5.236 -0.024 -0.300 0.041
H -1.026 -2.443 6.847 -0.132 -0.263 -0.081
H -3.869 -2.973 6.106 -0.170 -0.089 0.155
H -3.828 -1.545 7.124 0.101 0.241 0.026
H -4.767 -1.528 5.633 -0.046 0.150 -0.088
H -3.892 -4.505 3.021 -0.229 -0.066 -0.197
H -4.728 -3.265 3.974 -0.206 0.001 -0.172
H -3.136 -3.828 4.419 0.037 0.012 0.063
H -1.894 -3.511 -2.243 -0.072 0.011 -0.242
H -3.145 -5.160 -0.917 -0.372 -0.147 0.103
C 1.167 -3.419 -3.907 0.017 0.023 0.047
Cl 0.483 -1.844 -3.494 0.003 0.016 -0.038
Cl 2.416 -3.867 -2.751 -0.154 0.042 0.232
Cl -0.100 -4.650 -3.979 0.322 -0.140 0.004
H 1.622 -3.343 -4.887 0.005 -0.026 -0.005
C -4.055 2.134 -0.270 0.085 -0.033 0.002
Cl -3.218 3.257 -1.339 0.131 0.206 0.390
Cl -3.570 2.383 1.404 -0.004 0.000 0.071
Cl -5.807 2.279 -0.433 -0.005 0.041 0.041
H -3.769 1.126 -0.555 -0.004 0.009 -0.066
C 5.645 -3.546 -5.191 -0.027 0.041 0.071
Cl 4.923 -1.988 -4.784 -0.017 -0.018 -0.022
Cl 6.933 -3.952 -4.060 -0.012 0.003 -0.018
Cl 4.419 -4.819 -5.230 0.126 -0.059 -0.201
H 6.076 -3.466 -6.180 0.004 -0.014 -0.009
C 6.429 2.440 2.518 -0.082 -0.192 -0.092
Cl 6.921 2.793 0.860 0.063 0.087 0.035
Cl 4.678 2.282 2.610 -0.006 0.174 0.134
Cl 7.213 0.971 3.103 0.024 0.020 0.007
H 6.740 3.264 3.146 0.003 0.016 -0.011
C -2.672 3.947 5.982 -0.008 -0.035 -0.017
Cl -3.380 4.213 4.391 -0.005 0.006 -0.011
Cl -1.387 5.114 6.302 0.011 -0.024 -0.007
Cl -3.907 4.014 7.240 0.013 -0.014 -0.003
H -2.237 2.955 5.990 -0.013 -0.018 -0.008
C -2.959 -2.892 -6.393 0.044 0.127 0.056
Cl -2.807 -2.942 -4.635 -0.329 0.144 -0.152
Cl -3.998 -1.559 -6.872 -0.225 -0.272 -0.093
Cl -1.362 -2.738 -7.143 0.010 -0.025 -0.005
H -3.400 -3.820 -6.729 0.010 -0.014 0.010
C 6.916 0.417 -1.988 -0.055 -0.042 -0.056
Cl 7.411 0.668 -3.665 0.040 0.026 0.049
Cl 5.159 0.399 -1.850 0.015 0.066 -0.053
Cl 7.611 -1.068 -1.339 -0.012 0.020 0.017
H 7.287 1.245 -1.399 0.009 -0.017 0.003
C -2.089 1.082 -4.729 -0.020 -0.042 0.093
Cl -2.609 1.309 -6.400 0.230 0.319 0.046
Cl -0.890 2.301 -4.279 0.041 -0.044 0.025
Cl -3.467 1.126 -3.644 -0.166 -0.184 -0.429
H -1.626 0.105 -4.643 -0.003 -0.008 -0.025
C -7.543 1.507 -3.643 -0.014 -0.096 -0.067
Cl -6.825 1.962 -5.189 -0.036 0.124 0.204
Cl -9.286 1.292 -3.803 0.006 0.024 0.031
Cl -6.785 0.042 -3.021 -0.027 -0.061 -0.007
H -7.364 2.307 -2.935 0.032 0.008 -0.007
C 9.493 5.616 -1.220 -0.106 0.026 0.046
Cl 8.841 6.943 -2.180 0.034 0.004 -0.008
Cl 9.077 5.813 0.480 -0.027 -0.060 -0.014
Cl 8.917 4.062 -1.837 0.046 -0.023 -0.049
H 10.571 5.633 -1.308 0.008 -0.022 -0.002
C -5.104 6.485 -1.831 -0.061 -0.003 -0.006
Cl -5.603 5.141 -2.850 -0.105 0.054 -0.189
Cl -5.293 8.022 -2.676 0.030 -0.006 0.038
Cl -6.016 6.484 -0.318 0.031 0.005 0.061
H -4.057 6.355 -1.592 0.001 -0.006 0.024
C 0.654 -4.988 3.234 -0.071 0.017 0.036
Cl 1.660 -4.739 4.662 0.018 0.001 -0.024
Cl -0.793 -5.919 3.639 0.011 -0.009 -0.018
Cl 0.217 -3.445 2.503 0.065 -0.261 0.037
H 1.229 -5.554 2.513 -0.006 -0.013 -0.003
C -5.197 9.984 1.802 0.034 0.046 0.040
Cl -5.057 9.657 3.529 -0.014 -0.030 -0.013
Cl -6.167 11.429 1.515 -0.014 -0.024 -0.019
Cl -3.602 10.146 1.066 -0.022 -0.042 -0.030
H -5.698 9.143 1.339 0.012 -0.002 -0.026
C -6.164 -7.322 0.120 -0.021 0.073 0.061
Cl -5.519 -7.160 -1.515 0.026 0.007 -0.034
Cl -7.911 -7.552 0.084 0.017 0.002 -0.001
Cl -5.373 -8.648 0.975 0.017 0.016 0.005
H -5.952 -6.401 0.650 0.016 0.025 -0.030
C -4.762 1.445 -9.544 -0.055 0.031 -0.006
Cl -5.240 0.011 -10.453 0.023 -0.008 0.013
Cl -4.945 2.900 -10.523 0.023 -0.006 0.013
Cl -5.687 1.572 -8.046 0.027 -0.089 -0.211
H -3.716 1.344 -9.285 0.006 -0.007 -0.002
C 12.413 7.596 2.787 -0.064 -0.056 -0.011
Cl 11.494 7.698 4.288 0.016 0.011 -0.003
Cl 12.917 5.934 2.473 0.015 0.009 -0.004
Cl 11.475 8.228 1.435 0.070 0.094 0.007
H 13.302 8.202 2.894 0.009 0.000 0.003
```
Positions in Å, forces in eV/Å.



no.,energy (eV)
1,-216051.55985
2,-661642.30435